A:
{
  "formula": "C6H9NS",
  "method": "ωB97M-V/def2-TZVPD",
  "homo_lumo_gap_ev": 9.173,
  "charge": 0,
  "spin_multiplicity": 1,
  "smiles": "C1=NSCC[C@@H]2C[C@H]12",
  "elements": ["H", "C", "H", "H", "H", "H", "S", "C", "H", "C", "C", "C", "H", "N", "H", "H", "C"],
  "xyz": [[1.6645, 1.4434, 0.1280], [-0.1005, 0.6358, -1.2150], [1.3170, -1.5971, 0.9785], [-1.6878, 2.0924, -1.2015], [-1.0409, -1.8316, 0.2943], [-0.4209, 0.4304, -2.2045], [-1.8441, 0.0290, 1.6461], [0.6325, -0.7659, 0.9144], [0.9879, -0.1471, 1.6570], [1.3673, 1.0040, -0.8699], [0.7513, -0.3816, -0.5396], [-0.7790, -1.3107, 1.1411], [0.9433, -1.3329, -1.0878], [-1.8545, 1.2438, 0.5079], [-0.8112, -1.9627, 1.9226], [2.0821, 1.1145, -1.5475], [-1.2071, 1.3363, -0.5241]]
}

B:
{
  "formula": "C6H9NS",
  "method": "ωB97M-V/def2-TZVPD",
  "homo_lumo_gap_ev": 9.090,
  "charge": 0,
  "spin_multiplicity": 1,
  "smiles": "C[C@]12C[C@@H]3S[C@H]3[C@H]1N2",
  "elements": ["H", "C", "H", "C", "H", "H", "C", "H", "C", "C", "H", "H", "C", "N", "H", "H", "S"],
  "xyz": [[-0.3626, 1.8917, -1.0829], [-1.6702, 0.4652, -0.4079], [-0.4524, 2.0812, 0.5663], [0.5457, 0.0486, -0.0586], [2.4841, 1.2339, -0.4322], [1.1380, -1.7635, -0.9367], [2.0358, 0.2493, 0.2321], [-1.6888, -0.4527, 1.6546], [-1.6905, -0.7157, 0.5296], [-0.2984, -1.1958, 0.2160], [0.1936, -1.9605, 0.8155], [-1.5595, -0.2038, -1.2203], [-0.3887, 1.2806, -0.2331], [0.2296, -1.0772, -1.0678], [2.9512, -0.5959, 0.2833], [1.9287, 0.7576, 1.2358], [-3.3957, -0.0429, -0.0937]]
}

If we sort the structures by their calculated energies, the order from most to least stable is A, B.

A:
{
  "formula": "C6H9NS",
  "method": "ωB97M-V/def2-TZVPD",
  "homo_lumo_gap_ev": 6.552,
  "charge": 0,
  "spin_multiplicity": 1,
  "elements": ["H", "H", "H", "N", "C", "H", "H", "S", "C", "C", "H", "H", "H", "C", "C", "H", "C"],
  "xyz": [[-1.8363, -1.8379, -0.4146], [-1.3105, -0.4988, 1.4746], [-2.1871, -0.1901, -2.2667], [0.6228, -1.4859, 0.3002], [-1.7403, 0.7210, -1.7185], [-3.5002, 0.4694, -0.4864], [-1.3331, 1.4893, -2.5160], [2.4773, -0.0177, 1.4191], [1.1810, -0.3509, 0.3401], [-1.0522, -1.0311, 0.2013], [0.4456, -1.4812, 2.0755], [1.1214, 1.3120, -1.0455], [-3.5655, 1.6015, -1.7428], [-2.9611, 1.2590, -0.9415], [-0.7674, 0.1684, -0.6910], [-2.7953, 2.0065, -0.2031], [0.5006, 0.5358, -0.4707]]
}

B:
{
  "formula": "C6H9NS",
  "method": "ωB97M-V/def2-TZVPD",
  "homo_lumo_gap_ev": 9.488,
  "charge": 0,
  "spin_multiplicity": 1,
  "smiles": "C=C1SC[C@@H]2[C@@H]1N2C",
  "elements": ["C", "C", "H", "H", "H", "H", "S", "H", "C", "H", "H", "C", "H", "N", "C", "H", "C"],
  "xyz": [[0.2817, 0.4690, -2.7205], [-0.6700, -0.0045, -0.6871], [-0.2270, -0.9712, -0.8849], [-0.3988, 0.7087, -3.5695], [2.5776, -1.4736, 1.3523], [2.9311, -0.2469, 0.1955], [-0.5474, -0.5926, 1.7086], [0.5076, -0.5889, -2.6865], [-1.7812, -0.1271, 0.4136], [-2.6189, -0.8255, 0.3438], [-0.1518, 1.6726, 0.3380], [2.1464, -0.7054, 0.8385], [1.2187, 0.9141, -3.0094], [-0.1318, 1.0658, -1.5149], [0.4015, 0.8864, -0.1409], [-2.1329, 0.9232, 0.4779], [0.9507, -0.2001, 0.7479]]
}

If we sort the structures by their calculated energies, the order from most to least stable is B, A.